Record 1
This record from the Open Molecules 2025 dataset describes C18H41N2P3PbS2 as an isolated structure at a distorted geometry. The level of theory is the ωB97M-V functional and the def2-TZVPD basis.

Cartesian coordinates (Å):
Pb: 0.15619 -3.96920 -3.14881
P: -0.94763 2.07543 2.10906
P: -2.43697 -1.08622 -1.22644
P: 3.02972 1.07330 -0.70174
H: 0.52776 -2.75060 -7.56586
C: 1.54331 -2.86576 -7.15667
C: 1.91044 -3.97374 -6.48265
H: 1.33463 -4.92174 -6.57365
C: -0.98707 2.35702 0.35215
C: -2.55064 2.29869 2.85903
C: 0.34906 3.01209 2.90949
C: -3.12444 -2.42597 -2.27736
C: -3.51048 -1.30492 0.25430
C: -3.32759 0.32839 -2.00613
C: 4.53764 0.59722 -1.56311
C: 3.19220 0.77108 1.05776
C: 2.65820 2.81390 -1.02643
H: 2.26950 -2.08254 -7.45542
H: 2.84912 -4.01816 -5.91381
H: -1.18313 3.43164 0.21028
H: -1.78927 1.76096 -0.10928
H: -0.02398 2.08026 -0.11213
H: -2.52630 3.25567 3.40265
H: -2.82751 1.47893 3.53963
H: -3.29773 2.35633 2.05399
H: -0.02097 4.05095 2.92340
H: 1.28349 2.96343 2.32602
H: 0.55444 2.68252 3.94420
H: -4.21248 -2.29865 -2.36646
H: -2.90092 -3.39986 -1.82132
H: -2.67293 -2.38014 -3.27839
H: -4.43899 -0.72896 0.16294
H: -2.96483 -0.96265 1.14251
H: -3.74898 -2.36473 0.39026
H: -4.26785 -0.00349 -2.46268
H: -2.68358 0.74591 -2.79028
H: -3.53615 1.11574 -1.27252
H: 5.25567 1.43265 -1.56483
H: 4.31618 0.31417 -2.60027
H: 4.99846 -0.26818 -1.06763
H: 3.88546 1.50022 1.50096
H: 3.57527 -0.24534 1.21520
H: 2.21268 0.82847 1.55206
H: 3.59152 3.37522 -1.18063
H: 2.10048 3.25249 -0.18840
H: 2.04385 2.89242 -1.93351
C: 0.82310 -1.31337 -4.14974
C: 0.90758 -0.13427 -4.90984
C: -0.15897 0.23928 -5.73607
C: -1.32701 -0.55841 -5.84085
C: -1.31445 -1.84429 -5.30282
C: -0.10695 -2.29182 -4.67863
S: 1.72562 -1.70525 -2.75316
H: 1.97830 0.25032 -1.15736
H: 1.84799 0.41823 -4.94881
H: -0.09390 1.15047 -6.32989
H: -2.19938 -0.16710 -6.36910
H: -2.12681 -2.55277 -5.44277
H: 0.36252 -3.18850 -5.16810
N: -0.31725 0.56122 5.02247
C: 0.14184 -0.15689 3.97768
N: 1.02618 -1.14343 4.18038
S: -0.40882 0.01490 2.33134
H: 0.00031 0.33237 5.95366
H: -1.09476 1.19618 4.92380
H: 1.34436 -1.68973 3.38998
H: 1.38984 -1.35440 5.09937

The frontier orbital gap comes out at 6.165 eV. The net charge is +4. As for the spin multiplicity: 1. For the electronic energy, the calculation gives -77055.423 eV. For the HOMO energy, the calculation gives -17.716 eV. The LUMO energy comes out at -11.552 eV.

Taken from the Löwdin analysis, the atomic charges in e are: 1.33, 0.66, 0.76, 0.88, 0.08, -0.04, -0.08, 0.09, -0.17, -0.17, -0.18, -0.32, -0.30, -0.30, -0.19, -0.21, -0.19, 0.09, 0.07, 0.11, 0.04, 0.05, 0.10, 0.08, 0.09, 0.10, 0.06, 0.07, 0.07, 0.04, -0.01, 0.06, -0.03, 0.05, 0.06, 0.03, 0.02, 0.09, 0.06, 0.08, 0.09, 0.07, -0.01, 0.09, 0.04, 0.07, -0.77, -0.09, 0.00, -0.04, -0.07, -0.54, 0.53, -0.03, 0.12, 0.13, 0.13, 0.13, 0.00, 0.19, -0.67, 0.18, 0.85, 0.16, 0.11, 0.13, 0.16

***

Record 2
This record from the Open Molecules 2025 dataset describes C18H41N2P3PdS2 as an isolated structure at a distorted geometry. The level of theory is the ωB97M-V functional and the def2-TZVPD basis.

Cartesian coordinates (Å):
Pd: 0.49611 -0.37813 0.98112
P: -0.45502 1.67442 1.75688
P: -1.78872 -1.11313 0.24461
P: 2.70929 0.53609 0.89528
H: 1.76698 -1.10087 -2.66805
C: 1.41070 -0.52599 -1.78590
C: 0.95670 -1.34333 -0.71659
H: 0.09506 -1.95440 -1.02849
C: -0.55843 2.96869 0.47162
C: -2.14085 1.71553 2.45943
C: 0.49151 2.43272 3.11517
C: -1.98554 -2.67807 -0.70375
C: -2.87492 -1.44724 1.66273
C: -2.58319 0.07758 -0.89270
C: 4.01018 -0.27098 -0.11689
C: 3.44702 0.57997 2.56097
C: 2.86534 2.26306 0.27048
H: 1.84675 0.45037 -1.55328
H: 1.72308 -2.06428 -0.33495
H: -1.09611 3.85055 0.84722
H: -1.08827 2.57942 -0.40435
H: 0.43696 3.28015 0.14449
H: -2.27906 2.62691 3.05875
H: -2.31957 0.85428 3.10946
H: -2.90374 1.70326 1.67434
H: -0.02347 3.33389 3.47224
H: 1.50013 2.71987 2.80977
H: 0.56631 1.72869 3.95234
H: -3.03003 -3.00566 -0.61862
H: -1.32967 -3.44970 -0.27920
H: -1.76261 -2.55157 -1.77068
H: -3.50286 -0.57200 1.86017
H: -2.24995 -1.69039 2.53647
H: -3.49667 -2.31411 1.40062
H: -3.58465 -0.30703 -1.13434
H: -1.98624 0.16062 -1.81480
H: -2.66931 1.06509 -0.42391
H: 4.95153 -0.24135 0.45298
H: 4.15949 0.27349 -1.06390
H: 3.76200 -1.31492 -0.35141
H: 3.42553 1.60659 2.94370
H: 4.48726 0.23504 2.48356
H: 2.88268 -0.08067 3.23253
H: 3.92464 2.45758 0.04399
H: 2.52764 2.98479 1.02310
H: 2.28310 2.40084 -0.64849
C: -0.28949 -0.59934 -4.68125
C: -0.49171 0.08130 -6.00947
C: -1.89889 -0.11343 -6.45491
C: -2.58147 -1.24152 -6.06992
C: -2.11396 -2.09508 -5.05175
C: -0.98127 -1.74242 -4.30560
S: 0.41171 0.63776 -3.86397
H: -0.28956 1.13859 -5.65347
H: 0.25393 -0.25083 -6.74915
H: -2.26131 0.63404 -7.15916
H: -3.50536 -1.54576 -6.56706
H: -2.67976 -2.96974 -4.74327
H: -0.69519 -2.30506 -3.42792
N: -0.10795 -0.14675 4.98966
C: 0.70838 -1.12928 4.50928
N: 1.82624 -1.36874 5.23673
S: 0.40288 -2.02587 3.10068
H: 0.04992 0.21920 5.92150
H: -1.06802 -0.13130 4.64364
H: 2.38123 -2.18244 4.99862
H: 1.91250 -1.01898 6.18308

The frontier orbital gap (alpha / beta) comes out at 5.519 / 5.201 eV. The net charge is +4. As for the spin multiplicity: 5. For the electronic energy, the calculation gives -75282.341 eV. For the HOMO energy (alpha / beta), the calculation gives -17.846 / -20.404 eV. The LUMO energy (alpha / beta) comes out at -12.327 / -15.203 eV.

Taken from the Löwdin analysis, the atomic charges in e are: 0.39, 0.79, 0.81, 0.79, 0.10, -0.15, -0.36, 0.00, -0.20, -0.22, -0.22, -0.21, -0.24, -0.21, -0.21, -0.22, -0.22, 0.00, 0.12, 0.09, 0.04, 0.03, 0.09, 0.03, 0.06, 0.09, 0.03, 0.03, 0.08, 0.08, 0.02, 0.05, 0.00, 0.07, 0.09, 0.04, 0.02, 0.08, 0.08, 0.05, 0.06, 0.07, 0.01, 0.09, 0.04, 0.05, -0.63, -0.20, 0.07, 0.03, -0.01, -0.02, 1.06, 0.07, 0.17, 0.15, 0.15, 0.13, 0.10, 0.14, -0.80, 0.17, 0.83, 0.15, 0.11, 0.14, 0.15